1.
ORCA calculation (ωB97M-V with the def2-TZVPD basis set) on the molecule C21H34N2O2S.

2S+1: 1
SMILES string: CC(C)(C)[C@H]1CC[C@@H](C(=O)NC[C@H](c2cccs2)N2CCOCC2)CC1
LUMO (eV): 0.57
Energy above the lowest of the compared OMol25 structures with the same formula, charge and spin (kJ/mol): 0.0
HOMO-LUMO gap (eV): 9.23

Structure (XYZ):
```
60
Properties=species:S:1:pos:R:3:forces:R:3:lowdin_charge:R:1
C 0.905 -2.900 -1.438 0.10 0.14 -0.18 -0.05
C 1.559 -2.314 -2.692 0.13 -0.06 -0.11 -0.57
C 1.112 -3.139 -3.906 0.04 0.14 0.23 -0.06
C 3.082 -2.461 -2.573 -0.25 0.06 0.03 -0.06
C 1.198 -0.818 -2.898 -0.22 -0.20 0.22 -0.28
C 1.465 0.038 -1.655 0.23 0.14 -0.30 -0.15
C 1.249 1.516 -1.964 -0.08 -0.03 0.19 -0.15
C -0.203 1.771 -2.381 0.00 -0.06 -0.33 -0.23
C -1.173 1.513 -1.229 0.42 0.59 -0.19 -0.46
O -2.065 0.691 -1.249 -0.37 -0.35 0.03 0.08
N -0.974 2.323 -0.160 0.20 0.24 0.23 0.07
C -1.756 2.178 1.046 -0.14 -0.39 -0.08 -0.12
C -1.404 0.916 1.865 -0.15 0.15 -0.15 -0.32
C -2.598 0.570 2.695 -0.06 0.04 0.22 -0.51
C -3.568 -0.352 2.461 0.26 0.14 -0.08 -0.12
C -4.577 -0.354 3.453 -0.17 0.04 0.19 -0.19
C -4.355 0.569 4.421 0.20 0.27 0.00 -0.41
S -2.911 1.466 4.144 -0.18 -0.43 -0.21 1.04
N -0.266 1.095 2.763 -0.02 0.04 -0.08 -0.14
C 0.918 1.687 2.169 0.27 0.02 0.25 -0.16
C 1.980 1.872 3.256 -0.09 0.22 -0.29 -0.19
O 2.321 0.656 3.872 0.18 -0.06 -0.05 -0.13
C 1.174 0.062 4.432 -0.33 -0.27 -0.05 -0.19
C 0.103 -0.175 3.372 0.28 -0.01 0.35 -0.16
C -0.535 0.895 -3.590 -0.23 -0.03 0.24 -0.14
C -0.254 -0.585 -3.327 0.20 0.06 -0.20 -0.15
H -0.167 -2.723 -1.438 -0.17 -0.01 0.06 0.08
H 1.331 -2.469 -0.535 0.01 0.04 0.15 0.08
H 1.071 -3.975 -1.405 0.01 -0.13 0.03 0.09
H 0.032 -3.248 -3.933 -0.14 -0.02 -0.08 0.08
H 1.443 -2.674 -4.833 0.02 0.05 -0.17 0.09
H 1.545 -4.136 -3.855 0.04 -0.12 0.00 0.08
H 3.348 -3.511 -2.466 0.06 -0.12 0.02 0.08
H 3.575 -2.074 -3.462 0.09 0.04 -0.12 0.09
H 3.470 -1.933 -1.706 0.09 0.06 0.10 0.07
H 1.846 -0.447 -3.703 0.06 0.00 -0.04 0.15
H 2.486 -0.104 -1.300 -0.02 -0.04 0.11 0.11
H 0.780 -0.257 -0.858 0.00 -0.09 0.14 0.11
H 1.522 2.119 -1.094 0.06 0.04 -0.04 0.10
H 1.906 1.814 -2.786 0.02 0.06 0.01 0.12
H -0.319 2.826 -2.660 0.00 -0.07 0.05 0.15
H -0.216 2.984 -0.174 -0.05 -0.10 -0.11 0.12
H -1.651 3.066 1.669 -0.03 0.03 -0.02 0.13
H -2.803 2.075 0.740 0.14 0.09 0.16 0.13
H -1.229 0.097 1.143 -0.04 0.10 0.09 0.15
H -3.565 -1.005 1.607 0.06 -0.12 -0.20 0.12
H -5.423 -1.017 3.441 -0.16 -0.11 0.04 0.10
H -4.948 0.784 5.287 -0.17 0.00 0.18 0.06
H 0.675 2.673 1.772 0.06 0.01 -0.03 0.11
H 1.328 1.056 1.361 -0.01 0.08 -0.03 0.13
H 2.902 2.269 2.826 -0.09 0.04 0.02 0.13
H 1.594 2.576 4.010 0.05 -0.01 -0.07 0.13
H 1.498 -0.883 4.871 -0.08 0.05 0.02 0.13
H 0.762 0.712 5.219 0.02 -0.08 -0.02 0.13
H -0.778 -0.620 3.837 0.05 -0.02 -0.01 0.12
H 0.493 -0.879 2.613 -0.05 0.02 0.03 0.14
H -1.590 1.015 -3.841 0.03 0.04 -0.08 0.12
H 0.060 1.235 -4.441 0.00 0.04 -0.02 0.12
H -0.934 -0.932 -2.550 -0.04 -0.09 -0.03 0.11
H -0.473 -1.133 -4.243 -0.03 -0.07 0.00 0.11
```
Positions in Å, forces in eV/Å.

=====

2.
ORCA calculation (ωB97M-V with the def2-TZVPD basis set) on the molecule C6H13N in a non-equilibrium geometry.

2S+1: 1
SMILES string: C/C=C(\C)CCN
LUMO (eV): 1.07
Energy above the lowest of the compared OMol25 structures with the same formula, charge and spin (kJ/mol): 99.7
HOMO-LUMO gap (eV): 9.91

Structure (XYZ):
```
20
Properties=species:S:1:pos:R:3:forces:R:3:lowdin_charge:R:1
C 2.115 -0.208 -1.810 0.04 0.39 0.24 -0.10
C 0.686 -0.197 -1.290 1.51 0.37 -0.80 -0.12
C 0.357 0.538 -0.241 -0.24 -0.54 1.72 -0.30
C 1.401 1.016 0.745 0.82 0.41 1.08 -0.07
C -1.065 0.604 0.304 0.62 -1.17 -1.35 -0.17
C -1.564 -0.804 0.644 0.05 -0.75 1.12 -0.30
N -2.999 -0.760 0.934 -0.33 0.17 0.89 -0.02
H 2.216 -0.875 -2.663 0.23 -0.15 0.17 0.06
H 2.447 0.785 -2.134 -0.41 0.07 -0.26 0.08
H 2.861 -0.396 -1.031 -0.16 -0.63 -0.02 0.06
H 0.020 -0.803 -1.889 -0.57 0.36 0.12 0.10
H 0.997 1.247 1.739 -0.59 0.11 -0.36 0.07
H 2.133 0.257 1.053 -0.02 -0.21 -0.72 0.08
H 2.008 1.904 0.537 -0.21 -0.05 -0.60 0.08
H -1.091 1.272 1.155 -0.28 0.04 0.18 0.10
H -1.686 0.978 -0.500 -0.46 0.28 0.06 0.11
H -1.398 -1.581 -0.102 -0.09 0.61 -0.80 0.10
H -0.965 -1.271 1.460 -0.16 0.73 0.14 0.12
H -3.154 -0.098 1.696 0.08 0.30 -0.35 0.06
H -3.320 -1.608 1.393 0.17 -0.35 -0.45 0.06
```
Positions in Å, forces in eV/Å.

=====

3.
ORCA calculation (ωB97M-V with the def2-TZVPD basis set) on a structure of composition C22H42CrN4O2 in a non-equilibrium geometry.

2S+1: 5
<S²>: 6.3758
Total charge: +2
LUMO (alpha / beta) (eV): -7.08 / -8.65
HOMO-LUMO gap (alpha / beta) (eV): 7.23 / 6.47

Structure (XYZ):
```
71
Properties=species:S:1:pos:R:3:forces:R:3:lowdin_charge:R:1
Cr 18.441 4.649 40.462 0.38 -3.23 -0.54 0.76
C 19.877 0.756 40.697 0.05 0.49 -0.16 -0.04
C 19.001 1.427 39.654 -0.24 -0.45 0.08 -0.51
C 17.600 0.830 39.683 -0.50 0.40 -0.23 -0.06
O 19.018 2.839 39.593 0.01 1.35 0.29 -0.23
H 19.443 0.958 41.676 0.29 -0.30 0.23 0.07
H 20.915 1.082 40.629 -0.05 0.29 0.20 0.08
H 19.905 -0.308 40.459 -0.23 -0.06 0.35 0.09
H 19.440 1.123 38.704 0.10 0.33 -0.54 0.15
H 17.020 1.220 38.846 -0.06 0.21 0.04 0.07
H 17.109 1.092 40.620 -0.13 0.02 0.10 0.08
H 17.536 -0.252 39.567 0.51 -0.02 0.16 0.09
C 16.487 7.817 42.851 -1.29 -0.48 1.02 -0.02
C 17.709 7.621 41.997 1.32 -0.69 1.33 -0.47
C 18.971 7.911 42.822 0.43 0.32 -0.86 -0.02
O 17.731 6.400 41.343 -0.62 1.44 0.26 -0.07
H 16.488 8.793 43.337 0.07 0.23 -0.54 0.11
H 16.512 7.149 43.712 0.06 -0.40 -0.14 0.09
H 15.550 7.649 42.320 0.08 0.14 -0.03 0.10
H 17.573 8.409 41.256 0.18 0.03 -0.95 0.16
H 19.114 7.325 43.730 -0.53 -0.10 -0.05 0.07
H 18.957 8.970 43.079 0.04 -0.04 0.18 0.10
H 19.866 7.751 42.220 0.03 0.01 -0.12 0.07
C 25.091 3.918 39.285 -0.48 0.85 0.00 -0.09
C 23.701 3.679 39.927 -0.01 0.06 -0.42 -0.22
C 23.087 4.973 40.524 0.22 0.26 0.07 -0.14
C 21.640 4.997 40.789 -0.66 -0.39 0.13 -0.07
N 20.497 5.037 40.954 0.66 -0.16 -0.58 0.14
H 25.043 4.759 38.593 -0.31 0.12 -0.16 0.07
H 25.420 3.092 38.655 0.01 -0.22 0.51 0.08
H 25.855 4.246 39.990 0.03 -0.52 0.20 0.08
H 23.743 2.927 40.715 0.04 -0.05 -0.07 0.11
H 23.039 3.310 39.144 -0.10 -0.09 0.06 0.11
H 23.237 5.830 39.866 0.13 0.02 -0.25 0.13
H 23.614 5.233 41.442 -0.13 0.04 0.19 0.14
C 18.807 9.564 38.586 -0.54 0.62 -0.03 -0.10
C 19.407 9.005 37.310 0.70 0.88 1.16 -0.25
C 18.767 7.756 36.789 -0.24 -0.60 -0.18 -0.15
C 18.735 6.672 37.777 -0.49 -3.04 2.37 -0.07
N 18.665 5.777 38.544 0.23 2.92 -1.68 0.16
H 18.954 8.960 39.482 0.03 -0.20 -0.09 0.05
H 17.747 9.773 38.441 -0.22 -0.20 0.17 0.09
H 19.240 10.547 38.774 0.17 -0.09 0.12 0.09
H 20.454 8.820 37.550 0.20 0.07 -0.55 0.12
H 19.305 9.805 36.577 0.32 -0.32 -0.30 0.13
H 19.309 7.383 35.921 -0.11 -0.09 -0.11 0.14
H 17.740 7.979 36.498 -0.14 -0.27 -0.06 0.14
C 18.878 5.120 46.232 0.60 -0.43 -0.31 -0.08
C 18.316 3.702 46.016 -0.63 0.32 0.03 -0.23
C 19.011 2.867 44.933 0.18 0.13 0.47 -0.16
C 18.643 3.279 43.576 -0.93 1.83 -4.35 -0.06
N 18.325 3.686 42.499 1.44 -1.35 3.94 0.16
H 19.852 5.102 46.721 -0.09 -0.22 0.41 0.08
H 18.219 5.781 46.795 -0.02 -0.22 -0.06 0.08
H 19.144 5.596 45.288 -0.47 0.09 -0.32 0.04
H 17.259 3.743 45.753 -0.12 0.09 0.24 0.11
H 18.403 3.072 46.901 -0.10 0.35 0.23 0.12
H 18.782 1.816 45.106 -0.18 -0.05 -0.42 0.13
H 20.072 2.969 45.160 0.28 -0.01 -0.81 0.14
C 12.597 4.443 39.371 0.33 -0.65 -1.05 -0.08
C 13.181 3.157 38.647 -0.31 1.41 -0.02 -0.22
C 14.316 2.505 39.436 -0.01 0.48 0.36 -0.15
C 15.490 3.376 39.694 -0.58 -0.36 -0.42 -0.10
N 16.399 4.030 39.930 0.85 0.27 0.34 0.16
H 12.338 4.195 40.400 -0.21 0.10 -0.09 0.08
H 11.753 4.863 38.825 -0.42 -0.61 0.16 0.07
H 13.233 5.328 39.367 0.76 -0.37 0.17 0.06
H 13.515 3.335 37.624 0.17 0.53 0.05 0.11
H 12.401 2.416 38.471 -0.08 -0.06 0.56 0.12
H 14.631 1.582 38.950 0.26 0.04 0.19 0.12
H 13.937 2.292 40.436 0.06 -0.36 0.11 0.13
```
Positions in Å, forces in eV/Å.